A 2-piece molecular cluster, C5H7Br overall in a non-equilibrium geometry. Source: OMol25; level of theory: ωB97M-V with the def2-TZVPD basis set.

Geometry (Å):
C (1.2835, 1.1470, 0.4861)
C (1.3603, -0.1706, 0.7458)
C (0.2886, 1.0064, -0.6343)
C (0.3915, -0.5190, -0.3369)
C (-1.7392, -0.8363, 0.2477)
Br (0.7244, -1.8659, -1.6280)
H (1.6249, 2.0497, 0.9188)
H (1.9152, -0.8131, 1.4712)
H (-0.6984, 1.5342, -0.8991)
H (0.8089, 1.2113, -1.5505)
H (-2.3477, 0.0324, 0.4176)
H (-1.4357, -1.2665, 1.1661)
H (-2.1762, -1.5095, -0.4046)

Results
Highest occupied orbital energy in eV: -8.490
HOMO-LUMO gap in eV: 9.08
Total charge: 0
Energy above the lowest of the compared OMol25 structures with the same formula, charge and spin in kJ/mol: 330.3
E_LUMO in eV: 0.59

Atomic partial charges in e from the natural (NBO) method, atoms 1 to 8: number 1, C, carries -0.135; number 2, C, carries -0.270; number 3, C, carries -0.487; number 4, C, carries -0.073; number 5, C, carries -0.538; number 6, Br, carries 0.060; number 7, H, carries 0.211; number 8, H, carries 0.228

---

A 2-piece molecular cluster, C5H7Br2N overall in a non-equilibrium geometry. Source: OMol25; level of theory: ωB97M-V with the def2-TZVPD basis set.

Geometry (Å):
C (1.0734, 0.7368, -0.0444)
C (0.4636, -0.3594, 0.3559)
C (1.1992, -1.1756, 1.3157)
N (2.0171, -1.6852, 1.9693)
C (-0.9022, -0.8858, -0.0904)
C (-1.0076, -1.8326, -1.2353)
Br (-2.0815, 0.6466, -0.4097)
H (1.9605, 1.0326, 0.5891)
H (0.6942, 1.6420, -0.4460)
H (-1.3277, -1.4657, 0.6795)
H (-0.4895, -2.7419, -0.9610)
H (-2.0727, -2.1200, -1.4550)
H (-0.5238, -1.5250, -2.1430)
Br (-1.9378, -1.6558, 3.3319)
H (-2.1938, -2.4760, 4.4174)

Results
Highest occupied orbital energy in eV: -10.332
HOMO-LUMO gap in eV: 10.43
Structure (SMILES): C=C(C#N)[C@H](C)Br.Br
Total charge: 0
Energy above the lowest of the compared OMol25 structures with the same formula, charge and spin in kJ/mol: 30.6
E_LUMO in eV: 0.10

Atomic partial charges in e from the natural (NBO) method, atoms 1 to 8: number 1, C, carries -0.296; number 2, C, carries -0.146; number 3, C, carries 0.250; number 4, N, carries -0.286; number 5, C, carries -0.241; number 6, C, carries -0.622; number 7, Br, carries -0.014; number 8, H, carries 0.217

---

An isolated ion of composition C5H7Br2N2 and charge +1 in a non-equilibrium geometry. Source: OMol25; level of theory: ωB97M-V with the def2-TZVPD basis set.

Geometry (Å):
C (1.6405, 1.1335, -0.0087)
C (0.2497, 0.6565, -0.0863)
N (-0.7713, 1.4982, -0.1974)
C (-1.9452, 0.6884, -0.2222)
Br (-3.5310, 1.5497, -0.1605)
C (-1.5396, -0.5939, -0.0269)
Br (-2.5515, -2.0908, -0.0912)
N (-0.1150, -0.5912, 0.1201)
C (0.6667, -1.8152, 0.1786)
H (2.1050, 1.1960, -1.0838)
H (1.6582, 2.0709, 0.4449)
H (2.2334, 0.4077, 0.5472)
H (-0.7427, 2.4754, -0.0012)
H (0.0310, -2.7850, 0.0312)
H (1.4669, -1.7790, -0.5367)
H (1.1449, -2.0211, 1.0929)

Results
Highest occupied orbital energy in eV: -13.082
HOMO-LUMO gap in eV: 9.90
Structure (SMILES): Cc1[nH]c(Br)c(Br)[n+]1C
Total charge: +1
Energy above the lowest of the compared OMol25 structures with the same formula, charge and spin in kJ/mol: 0.0
E_LUMO in eV: -3.18

Atomic partial charges in e from the natural (NBO) method, atoms 1 to 8: number 1, C, carries -0.669; number 2, C, carries 0.497; number 3, N, carries -0.484; number 4, C, carries -0.028; number 5, Br, carries 0.237; number 6, C, carries -0.032; number 7, Br, carries 0.240; number 8, N, carries -0.300

---

C5H7BrCl2F7InO3P as an isolated structure in a non-equilibrium geometry. Source: OMol25; level of theory: ωB97M-V with the def2-TZVPD basis set.

Geometry (Å):
O (-1.3868, 2.3308, 2.4510)
P (-2.0078, 2.5853, 1.1310)
O (-3.1036, 1.4651, 0.7942)
O (-2.8553, 3.9514, 1.1915)
C (-0.8879, 2.6425, -0.2320)
In (-0.4697, 0.6471, -1.1549)
Br (-0.9941, 0.7602, -3.7029)
C (1.7397, 0.1158, -0.9684)
F (2.0853, -0.7159, -2.0023)
F (2.5139, 1.2366, -1.1097)
C (2.2717, -0.5951, 0.3090)
F (3.5690, -0.2146, 0.5318)
F (2.2840, -1.9431, 0.1792)
C (1.5362, -0.2269, 1.6111)
F (0.3283, -0.8027, 1.6940)
F (1.4315, 1.1038, 1.7073)
F (2.2656, -0.6685, 2.6648)
H (-2.7493, 0.6631, 1.1907)
H (-2.5653, 4.3538, 2.0110)
H (0.0158, 3.1630, 0.0566)
H (-1.3598, 3.2507, -1.0022)
H (-1.4834, -0.5745, -0.4221)
C (0.0373, -4.5554, -1.2707)
Cl (-0.4452, -2.8671, -1.4111)
Cl (-0.4599, -5.5294, -2.6703)
H (1.1169, -4.6026, -1.1902)
H (-0.4272, -4.9735, -0.3864)

Results
Highest occupied orbital energy in eV: -6.126
HOMO-LUMO gap in eV: 8.71
Total charge: -1
E_LUMO in eV: 2.59

Atomic partial charges in e from the Mulliken method, atoms 1 to 8: number 1, O, carries -0.721; number 2, P, carries 0.918; number 3, O, carries -0.507; number 4, O, carries -0.561; number 5, C, carries -0.963; number 6, In, carries 0.972; number 7, Br, carries -0.526; number 8, C, carries 0.012

---

C5H7BrINO as an isolated structure in a non-equilibrium geometry. Source: OMol25; level of theory: ωB97M-V with the def2-TZVPD basis set.

Geometry (Å):
C (-1.6999, -0.4315, -0.1666)
C (-2.4711, 0.7192, -0.2050)
C (1.4831, -0.7443, -0.3795)
C (-1.0122, -0.9546, 1.0142)
C (0.9551, -0.0291, 0.8374)
N (-2.8802, 1.2091, -1.3736)
O (-3.7304, 2.0949, -1.4163)
Br (-1.6408, -0.6249, 2.7887)
I (1.7246, 0.0004, 2.7400)
H (-1.6255, -0.8350, -1.1448)
H (-2.7435, 1.2339, 0.7166)
H (2.2747, -0.0762, -0.6128)
H (1.7298, -1.7162, -0.0873)
H (0.7053, -0.6902, -1.0786)
H (-0.5576, -2.0546, 0.9599)
H (0.8719, 0.9889, 0.7502)

Results
Highest occupied orbital energy (spin up / spin down) in eV: -8.716 / -8.711
HOMO-LUMO gap (spin up / spin down) in eV: 7.30 / 7.30
Total charge: 0
Energy above the lowest of the compared OMol25 structures with the same formula, charge and spin in kJ/mol: 253.8
E_LUMO (spin up / spin down) in eV: -1.42 / -1.41

Atomic partial charges in e from the natural (NBO) method, atoms 1 to 8: number 1, C, carries -0.162; number 2, C, carries -0.131; number 3, C, carries -0.667; number 4, C, carries -0.365; number 5, C, carries -0.227; number 6, N, carries 0.047; number 7, O, carries -0.315; number 8, Br, carries 0.089

---

An isolated ion of composition C5H7BrNO and charge +1 in a non-equilibrium geometry. Source: OMol25; level of theory: ωB97M-V with the def2-TZVPD basis set.

Geometry (Å):
C (0.1394, -1.9970, 0.0190)
C (-1.2747, -1.7190, -0.0687)
C (1.1925, -1.1891, 0.2452)
C (-1.8957, -0.5737, -0.1926)
C (0.4355, 0.9771, -0.4108)
N (0.5685, 2.3367, 0.1644)
O (1.3383, 0.1539, 0.2267)
Br (-3.3841, 0.3942, 0.0409)
H (0.3697, -3.0503, 0.0668)
H (-1.8946, -2.6183, -0.0428)
H (2.1514, -1.6293, 0.4864)
H (0.4471, 0.9503, -1.4932)
H (0.7661, 2.2231, 1.1683)
H (-0.3041, 2.8631, 0.0417)
H (1.3448, 2.8783, -0.2513)

Results
Highest occupied orbital energy (spin up / spin down) in eV: -11.876 / -12.089
HOMO-LUMO gap (spin up / spin down) in eV: 7.09 / 8.11
Total charge: +1
Energy above the lowest of the compared OMol25 structures with the same formula, charge and spin in kJ/mol: 406.0
E_LUMO (spin up / spin down) in eV: -4.78 / -3.97

Atomic partial charges in e from the natural (NBO) method, atoms 1 to 8: number 1, C, carries -0.297; number 2, C, carries -0.357; number 3, C, carries 0.172; number 4, C, carries -0.054; number 5, C, carries 0.193; number 6, N, carries -0.721; number 7, O, carries -0.492; number 8, Br, carries 0.273

---

A 2-piece molecular cluster, C5H7BrO overall in a non-equilibrium geometry. Source: OMol25; level of theory: ωB97M-V with the def2-TZVPD basis set.

Geometry (Å):
C (1.5207, 1.5316, 0.1465)
C (0.2410, 1.2109, 0.4228)
C (-0.7639, 1.9336, 1.3072)
O (-1.8004, 1.4443, 1.6712)
H (2.2183, 0.8657, -0.4841)
H (1.9795, 2.3323, 0.6134)
H (-0.1456, 0.2962, -0.0947)
H (-0.5368, 3.0344, 1.4652)
C (0.0833, -2.5120, -0.5696)
C (-1.0068, -1.8357, -0.8194)
Br (-1.1103, -0.9256, -2.4238)
H (0.9677, -2.4970, -1.2836)
H (0.2510, -3.0876, 0.3139)
H (-1.8979, -1.7910, -0.2650)

Results
Highest occupied orbital energy in eV: -9.660
HOMO-LUMO gap in eV: 9.92
Structure (SMILES): C=CC=O.C=CBr
Total charge: 0
Energy above the lowest of the compared OMol25 structures with the same formula, charge and spin in kJ/mol: 147.1
E_LUMO in eV: 0.26

Atomic partial charges in e from the natural (NBO) method, atoms 1 to 8: number 1, C, carries -0.321; number 2, C, carries -0.310; number 3, C, carries 0.405; number 4, O, carries -0.506; number 5, H, carries 0.213; number 6, H, carries 0.186; number 7, H, carries 0.218; number 8, H, carries 0.107

---

The molecule C5H7BrO in a non-equilibrium geometry. Source: OMol25; level of theory: ωB97M-V with the def2-TZVPD basis set.

Geometry (Å):
C (-0.6032, 1.3303, 0.2368)
C (-0.2907, 0.6295, -1.0400)
C (-0.8364, -1.0739, 0.4813)
C (1.6646, 0.1388, 0.7889)
C (0.1540, 0.0248, 0.3911)
O (-0.6545, -2.3602, 0.2925)
Br (2.7532, -0.9544, -0.4331)
H (-0.0576, 2.1061, 0.7309)
H (-1.6747, 1.4893, 0.3545)
H (-1.0906, 0.0181, -1.3428)
H (0.3791, 1.0397, -1.7751)
H (-1.8929, -0.9296, 0.7828)
H (1.9035, 1.1428, 0.6948)
H (0.2462, -2.6013, -0.1627)

Results
Highest occupied orbital energy (spin up / spin down) in eV: -6.339 / -10.083
HOMO-LUMO gap (spin up / spin down) in eV: 6.98 / 9.00
Total charge: 0
Spin multiplicity: 3
Energy above the lowest of the compared OMol25 structures with the same formula, charge and spin in kJ/mol: 50.5
E_LUMO (spin up / spin down) in eV: 0.64 / -1.09

Atomic partial charges in e from the natural (NBO) method, atoms 1 to 8: number 1, C, carries -0.414; number 2, C, carries -0.387; number 3, C, carries 0.100; number 4, C, carries -0.093; number 5, C, carries -0.224; number 6, O, carries -0.671; number 7, Br, carries -0.013; number 8, H, carries 0.220

---

The molecule C5H7Cl in a non-equilibrium geometry. Source: OMol25; level of theory: ωB97M-V with the def2-TZVPD basis set.

Geometry (Å):
C (1.5404, -0.4475, -0.5390)
C (0.6252, -0.3800, 0.6495)
C (-0.4955, 0.6060, 0.5202)
C (-1.3323, 0.8665, -0.7775)
C (-1.9496, 0.2376, 0.1933)
Cl (-3.2893, -0.5832, 0.7070)
H (0.8605, -0.7068, -1.4422)
H (2.2701, -1.2651, -0.3949)
H (2.0462, 0.5003, -0.9609)
H (1.1013, -0.0746, 1.5963)
H (0.2660, -1.4099, 0.8039)
H (-0.4563, 1.2918, 1.3811)
H (-1.1866, 1.3649, -1.7368)

Results
Highest occupied orbital energy in eV: -9.230
HOMO-LUMO gap in eV: 10.16
Structure (SMILES): CC[C@H]1C=C1Cl
Total charge: 0
Energy above the lowest of the compared OMol25 structures with the same formula, charge and spin in kJ/mol: 261.7
E_LUMO in eV: 0.93

Atomic partial charges in e from the natural (NBO) method, atoms 1 to 8: number 1, C, carries -0.608; number 2, C, carries -0.437; number 3, C, carries -0.223; number 4, C, carries -0.219; number 5, C, carries -0.065; number 6, Cl, carries 0.092; number 7, H, carries 0.201; number 8, H, carries 0.215

---

The molecule C5H7Cl in a non-equilibrium geometry. Source: OMol25; level of theory: ωB97M-V with the def2-TZVPD basis set.

Geometry (Å):
C (1.6982, -1.4650, 0.0400)
C (0.7177, -0.8691, 1.0446)
C (-0.1251, 0.1851, 0.4242)
C (-0.7500, 0.9606, -0.1938)
C (-1.8003, 1.6687, -0.9861)
Cl (-1.7796, 2.1432, -2.6117)
H (1.1933, -2.2046, -0.5033)
H (2.5081, -2.0912, 0.5181)
H (1.8533, -0.4471, -0.4860)
H (0.0394, -1.3451, 1.9012)
H (1.2989, -0.2464, 1.8450)
H (-2.7263, 1.0870, -0.7809)
H (-2.1275, 2.6238, -0.2112)

Results
Highest occupied orbital energy in eV: -9.396
HOMO-LUMO gap in eV: 10.31
Structure (SMILES): CCC#CCCl
Total charge: 0
Energy above the lowest of the compared OMol25 structures with the same formula, charge and spin in kJ/mol: 323.5
E_LUMO in eV: 0.91

Atomic partial charges in e from the natural (NBO) method, atoms 1 to 8: number 1, C, carries -0.612; number 2, C, carries -0.484; number 3, C, carries 0.004; number 4, C, carries -0.049; number 5, C, carries -0.505; number 6, Cl, carries 0.037; number 7, H, carries 0.211; number 8, H, carries 0.224

---

C5H7Cl as an isolated structure in a non-equilibrium geometry. Source: OMol25; level of theory: ωB97M-V with the def2-TZVPD basis set.

Geometry (Å):
C (0.5987, 0.5926, 1.1991)
C (0.2861, 1.2383, -0.6428)
C (0.5154, -0.1815, -0.1298)
C (-0.0329, 1.7174, 0.6286)
C (-0.5384, -1.2408, -0.3487)
Cl (-0.5289, 0.7106, -3.3810)
H (0.9338, 0.3166, 2.2167)
H (0.2351, 1.6625, -1.7324)
H (1.5375, -0.6825, -0.3139)
H (-0.5097, 2.7055, 0.9543)
H (-1.4804, -0.7324, -0.5206)
H (-0.6227, -1.7314, 0.6782)
H (-0.2119, -1.9407, -1.0899)

Results
Highest occupied orbital energy (spin up / spin down) in eV: -8.350 / -8.348
HOMO-LUMO gap (spin up / spin down) in eV: 6.12 / 6.12
Total charge: 0
Energy above the lowest of the compared OMol25 structures with the same formula, charge and spin in kJ/mol: 403.2
E_LUMO (spin up / spin down) in eV: -2.23 / -2.23

Atomic partial charges in e from the natural (NBO) method, atoms 1 to 8: number 1, C, carries 0.073; number 2, C, carries 0.131; number 3, C, carries -0.298; number 4, C, carries -0.294; number 5, C, carries -0.593; number 6, Cl, carries -0.742; number 7, H, carries 0.236; number 8, H, carries 0.326

---

The molecule C5H7Cl in a non-equilibrium geometry. Source: OMol25; level of theory: ωB97M-V with the def2-TZVPD basis set.

Geometry (Å):
C (2.0220, 1.3122, -0.4236)
C (1.0863, 0.5156, -0.0082)
C (-0.0859, -0.1001, 0.0381)
C (-0.1477, -1.5813, -0.2436)
C (-1.3642, 0.4971, 0.6438)
Cl (-3.0830, 0.2940, -0.1563)
H (1.9626, 1.7111, -1.4309)
H (2.8911, 1.5882, 0.1434)
H (-1.1251, -1.8316, -0.6521)
H (-0.0006, -2.1537, 0.6738)
H (0.6243, -1.8687, -0.9513)
H (-1.5164, 0.0416, 1.6232)
H (-1.2636, 1.5756, 0.7438)

Results
Highest occupied orbital energy in eV: -9.546
HOMO-LUMO gap in eV: 10.23
Structure (SMILES): C=C=C(C)CCl
Total charge: 0
Energy above the lowest of the compared OMol25 structures with the same formula, charge and spin in kJ/mol: 150.0
E_LUMO in eV: 0.69

Atomic partial charges in e from the natural (NBO) method, atoms 1 to 8: number 1, C, carries -0.465; number 2, C, carries 0.087; number 3, C, carries -0.097; number 4, C, carries -0.631; number 5, C, carries -0.322; number 6, Cl, carries -0.122; number 7, H, carries 0.221; number 8, H, carries 0.216